Entry 1:
Here is a structure of composition C19H13LiN2 at a distorted geometry from OMol25. Energies are from wB97M-V/def2-TZVPD.

Structure (XYZ):
```
35
C19H13LiN2 wB97M-V/def2-TZVPD
C 0.596 0.420 1.733
C 1.651 1.277 1.940
C 2.998 0.842 1.804
N 4.103 0.466 1.700
C 1.483 2.612 2.415
N 1.378 3.715 2.800
C -0.787 0.831 1.907
C -1.252 2.088 1.444
C -2.580 2.471 1.627
C -3.468 1.628 2.307
C -3.027 0.378 2.770
C -1.713 -0.024 2.553
H 0.804 -0.638 1.526
H -0.556 2.761 0.934
H -2.914 3.446 1.262
H -4.501 1.938 2.465
H -3.712 -0.274 3.317
H -1.343 -0.981 2.932
C 2.854 -1.116 -2.507
Li -0.401 -2.937 -0.898
C 2.903 -0.147 -1.475
C 1.593 0.123 -1.035
C 0.686 -0.711 -1.752
C 1.483 -1.523 -2.655
C 0.843 -2.512 -3.403
C -0.543 -2.624 -3.347
C -1.331 -1.781 -2.537
C -0.712 -0.857 -1.682
H 3.680 -1.536 -3.072
H 3.805 0.315 -1.083
H 1.262 0.873 -0.328
H 1.451 -3.148 -4.057
H -1.050 -3.326 -4.018
H -2.420 -1.853 -2.578
H -1.264 -0.196 -1.009
```

Computed properties:
* HOMO: -0.2396 Eh
* multiplicity: 1
* orbital gap: 5.3 eV



Entry 2:
Here is a structure of composition C36H43N6OPPd at a distorted geometry from OMol25. Energies are from wB97M-V/def2-TZVPD.

Structure (XYZ):
```
88
C36H43N6OPPd wB97M-V/def2-TZVPD
Pd -0.123 -0.208 0.386
C -4.130 0.004 -0.704
C -4.565 0.203 0.729
C -5.893 0.034 1.076
C -6.319 0.210 2.389
C -5.420 0.575 3.395
C -4.092 0.747 3.094
C -3.666 0.589 1.753
P -2.014 0.996 1.309
C -1.109 1.412 2.798
C -0.706 2.737 3.021
C -0.088 3.093 4.209
C 0.127 2.123 5.178
C -0.239 0.798 4.943
C -0.845 0.401 3.756
C -1.181 -1.059 3.557
C -2.076 2.486 0.247
C -2.968 3.474 0.531
C -2.923 4.700 -0.194
C -1.947 4.957 -1.155
C -1.041 3.967 -1.462
C -1.139 2.685 -0.828
C -0.415 1.647 -1.331
H -4.655 -0.837 -1.156
H -3.057 -0.184 -0.799
H -4.381 0.881 -1.306
H -6.608 -0.249 0.312
H -7.362 0.053 2.636
H -5.766 0.728 4.409
H -3.403 1.038 3.874
H -0.897 3.502 2.280
H 0.201 4.121 4.386
H 0.576 2.396 6.126
H -0.063 0.055 5.712
H -0.837 -1.650 4.403
H -0.717 -1.473 2.661
H -2.255 -1.223 3.468
H -3.704 3.348 1.317
H -3.667 5.460 0.022
H -1.917 5.911 -1.664
H -0.290 4.124 -2.229
H 0.305 1.794 -2.131
H -0.803 0.626 -1.243
N 4.489 0.471 2.758
C 3.547 -0.583 3.273
C 2.434 -0.815 2.258
N 1.710 0.423 1.869
C 2.651 1.509 1.496
C 3.733 1.754 2.539
H 4.891 0.156 1.859
H 5.273 0.608 3.401
H 3.148 -0.230 4.224
H 4.100 -1.503 3.450
H 1.724 -1.518 2.691
H 2.850 -1.275 1.359
H 1.183 0.748 2.679
H 2.089 2.429 1.346
H 3.136 1.253 0.552
H 3.305 2.054 3.496
H 4.424 2.526 2.209
N 5.205 -0.338 0.428
C 4.664 -0.692 -0.523
C 3.740 -1.090 -1.562
C 4.028 -1.875 -2.667
C 2.973 -2.214 -3.504
C 1.690 -1.779 -3.191
N 1.415 -1.008 -2.124
C 2.443 -0.679 -1.355
H 5.039 -2.206 -2.869
H 3.144 -2.812 -4.388
H 0.852 -2.040 -3.827
H 2.232 -0.020 -0.538
N -1.039 -2.016 -0.058
C -1.809 -2.770 -0.519
N -2.589 -3.638 -1.041
C -3.896 -4.006 -0.425
C -3.895 -5.502 -0.170
O -3.620 -6.201 -1.365
C -2.335 -5.916 -1.882
C -2.210 -4.445 -2.238
H -4.680 -3.765 -1.143
H -4.048 -3.442 0.494
H -4.881 -5.812 0.167
H -3.157 -5.750 0.603
H -2.213 -6.509 -2.785
H -1.557 -6.196 -1.162
H -2.907 -4.203 -3.040
H -1.197 -4.198 -2.546
```

Computed properties:
* HOMO (alpha / beta): -0.6749 / -0.6746 Eh
* energy above the lowest of the compared OMol25 structures with the same formula, charge and spin: 19.3 kcal per mole
* net charge: +4
* multiplicity: 1
* orbital gap (alpha / beta): 4.4 / 4.7 eV